Molecular formula: C39H78O39
Method: DFT, ωB97M-V with the def2-TZVPD basis set

## Properties
DFT total energy	-121543.125	eV
spin multiplicity	2
HOMO level (spin up / spin down)	-11.67 / -11.67	eV
energy relative to the best compared isomer or geometry (same formula, charge and spin)	69.8	kcal per mole
lowest unoccupied orbital energy (spin up / spin down)	-3.1 / -9.6	eV
M	1171.014	g/mol
strongest force on any atom	5.16	eV Å⁻¹
charge	+1
Kohn-Sham gap (spin up / spin down)	0.316 / 0.077	hartree

The geometry in XYZ format:
```
156
Properties=species:S:1:pos:R:3:forces:R:3:mulliken_charge:R:1
C 27.756 -33.698 -19.562 0.0 0.3 1.4 -0.631
O 26.499 -34.451 -19.608 0.5 1.0 0.0 -0.118
C 26.208 -35.248 -18.579 1.1 -3.8 2.9 0.565
O 26.933 -35.667 -17.633 -1.9 2.3 -3.3 -0.622
O 24.967 -35.762 -18.790 -0.1 0.8 -0.5 -0.124
C 24.443 -36.961 -18.167 0.8 0.0 1.3 -0.759
H 27.869 -32.883 -20.276 -0.7 -0.9 -1.1 0.110
H 28.605 -34.381 -19.547 -0.2 0.1 -0.1 0.337
H 27.784 -33.057 -18.680 -0.1 -0.7 0.7 0.338
H 23.380 -36.859 -17.949 -0.1 0.3 -1.0 0.241
H 24.810 -37.125 -17.153 0.7 0.3 -0.1 0.370
H 24.715 -37.845 -18.744 -0.3 0.3 -0.3 0.284
C 27.681 -28.336 -28.224 0.2 2.1 -0.3 -0.446
O 28.827 -27.511 -27.716 -0.3 0.2 -1.1 -0.240
C 29.214 -26.326 -28.332 0.8 -0.1 -2.3 0.638
O 28.854 -25.897 -29.433 0.2 -1.1 2.9 -0.581
O 30.258 -25.815 -27.611 -1.4 -0.1 -0.5 -0.306
C 31.081 -24.716 -28.126 0.3 -0.7 -0.3 -0.658
H 26.841 -28.003 -27.614 0.1 -0.7 0.0 0.339
H 27.867 -29.408 -28.275 0.6 0.1 1.2 -0.076
H 27.378 -28.164 -29.257 0.4 1.0 -0.1 0.370
H 31.238 -24.705 -29.204 -0.4 -0.7 -0.1 0.325
H 32.029 -24.968 -27.651 0.0 0.5 0.0 0.255
H 30.756 -23.698 -27.909 -0.5 -0.4 0.7 0.278
C 20.627 -30.263 -25.792 -0.7 -0.1 -0.5 -0.607
O 21.218 -31.276 -24.968 0.6 1.0 0.3 -0.320
C 21.481 -32.504 -25.376 -2.4 0.0 -4.5 0.912
O 21.297 -32.954 -26.542 1.1 1.3 3.2 -0.679
O 21.773 -33.194 -24.325 0.4 1.8 0.3 -0.188
C 21.985 -34.531 -24.445 0.2 -2.6 1.5 -0.417
H 19.567 -30.490 -25.909 0.0 -0.2 -0.1 0.345
H 21.068 -30.132 -26.780 0.3 -0.4 0.2 0.238
H 20.674 -29.299 -25.286 0.4 -0.4 0.3 0.241
H 22.040 -34.734 -23.376 0.3 -1.1 -0.1 0.049
H 22.916 -34.838 -24.921 0.0 0.3 -0.2 0.118
H 21.152 -35.109 -24.845 -0.1 0.3 -0.3 0.357
C 27.698 -32.440 -26.778 0.8 -0.4 -0.4 0.401
O 27.058 -32.627 -25.571 -2.0 0.7 2.0 -0.154
C 26.505 -33.787 -25.214 0.5 0.3 2.6 0.526
O 26.615 -34.798 -25.813 -0.3 -1.7 -1.4 -0.718
O 25.964 -33.650 -23.973 0.3 0.3 0.1 0.121
C 25.551 -34.773 -23.132 0.0 -1.7 -1.3 -0.168
H 27.473 -31.428 -27.115 0.2 0.0 0.1 -0.419
H 27.384 -33.167 -27.527 0.1 -0.2 0.0 -0.098
H 28.751 -32.553 -26.519 0.3 0.1 -0.8 0.160
H 26.173 -35.668 -23.112 1.3 0.5 -0.5 0.179
H 24.709 -35.291 -23.591 -0.8 0.8 0.3 -0.016
H 25.453 -34.575 -22.065 -0.3 1.1 -0.4 0.007
C 26.359 -30.415 -22.401 1.3 -0.8 2.4 -0.607
O 27.453 -30.092 -23.211 1.3 0.4 -2.6 -0.286
C 28.638 -30.728 -23.182 -1.4 -1.8 2.0 0.882
O 28.895 -31.600 -22.346 0.2 1.5 -1.5 -0.628
O 29.378 -30.304 -24.186 -2.4 1.5 0.0 -0.213
C 30.694 -30.669 -24.323 1.3 -1.0 -0.3 -0.468
H 25.412 -30.172 -22.883 0.4 0.2 0.2 0.216
H 26.658 -29.938 -21.468 -1.3 1.0 0.2 0.426
H 26.408 -31.421 -21.984 -0.2 -0.7 -1.0 0.087
H 31.289 -29.832 -24.687 -0.2 0.2 0.5 0.226
H 30.712 -31.387 -25.143 0.4 -0.5 0.3 0.052
H 31.022 -31.067 -23.362 0.5 -0.2 -0.3 0.336
C 26.107 -38.935 -22.914 -0.2 0.2 0.5 -0.660
O 24.703 -38.949 -23.375 0.7 0.1 0.4 -0.220
C 23.689 -38.803 -22.492 0.4 -0.3 3.7 0.805
O 23.818 -38.741 -21.231 -0.8 0.0 -4.8 -0.597
O 22.549 -38.796 -23.229 2.2 0.0 0.4 -0.307
C 21.236 -38.641 -22.785 -2.2 0.7 -0.3 -0.702
H 26.281 -39.438 -21.963 -0.6 -0.1 0.0 0.357
H 26.494 -37.924 -22.790 -0.5 0.2 0.0 0.204
H 26.782 -39.398 -23.635 -0.8 -0.2 -0.4 0.285
H 20.767 -37.915 -23.448 0.3 0.1 -0.4 0.234
H 20.941 -38.212 -21.827 1.2 -0.4 0.6 0.359
H 20.641 -39.534 -22.976 0.5 -0.4 0.3 0.314
C 33.082 -35.281 -25.283 -1.2 -0.8 1.1 -0.668
O 32.501 -34.130 -25.874 0.9 0.6 -0.7 -0.295
C 31.557 -34.239 -26.761 -1.4 2.3 -1.5 0.700
O 31.185 -33.190 -27.374 0.4 -3.9 1.5 -0.488
O 31.047 -35.511 -26.869 2.6 1.6 1.2 -0.414
C 29.947 -35.646 -27.666 -2.6 0.3 -0.7 -0.250
H 33.570 -35.977 -25.965 0.1 0.4 -0.2 0.281
H 32.199 -35.764 -24.864 0.5 -0.7 0.4 0.308
H 33.719 -34.937 -24.468 0.1 0.0 -0.4 0.262
H 30.078 -35.051 -28.570 -0.3 -0.4 -0.2 0.264
H 29.077 -35.313 -27.100 -0.2 0.7 -0.1 -0.035
H 29.634 -36.678 -27.824 1.1 -0.2 -0.4 0.373
C 22.263 -32.322 -15.942 -0.3 -0.8 0.0 -0.648
O 22.524 -32.326 -17.357 -0.4 0.7 0.1 -0.359
C 22.370 -33.463 -18.028 0.0 -0.7 2.3 0.797
O 21.953 -34.501 -17.564 -0.1 0.6 -0.3 -0.575
O 22.846 -33.286 -19.232 -0.2 1.0 -0.4 -0.194
C 22.316 -34.145 -20.173 1.3 -1.8 -2.5 -0.313
H 22.174 -31.288 -15.608 0.8 -0.1 -0.2 0.243
H 23.032 -32.957 -15.502 0.1 0.6 0.5 0.288
H 21.316 -32.773 -15.646 -0.2 -0.2 -0.6 0.299
H 21.337 -33.905 -20.590 -0.2 0.2 0.6 0.411
H 22.443 -35.205 -19.955 -0.6 0.0 0.9 0.265
H 23.024 -34.115 -21.001 -0.1 0.6 -0.4 -0.198
C 26.440 -40.492 -31.531 1.9 -1.7 0.7 -0.678
O 26.049 -39.397 -30.815 -1.6 4.3 2.0 -0.228
C 26.031 -39.309 -29.464 1.3 -2.3 1.2 0.570
O 26.259 -40.269 -28.742 -0.6 1.0 -0.8 -0.596
O 25.867 -38.060 -28.984 0.3 0.0 -2.1 0.017
C 25.592 -37.741 -27.637 -1.7 -0.2 1.1 -0.758
H 27.450 -40.738 -31.202 0.3 -0.3 -0.1 0.334
H 26.553 -40.183 -32.570 -0.7 -0.3 0.1 0.147
H 25.858 -41.372 -31.256 -0.4 0.0 -0.7 0.336
H 25.894 -36.718 -27.408 0.6 -0.2 -0.3 0.051
H 25.856 -38.426 -26.832 1.0 -0.3 -0.6 0.431
H 24.510 -37.727 -27.505 -0.3 0.1 -0.3 0.364
C 24.042 -33.640 -28.971 0.2 -0.4 -0.1 -0.146
O 23.375 -34.360 -30.025 0.3 0.3 0.7 -0.376
C 23.347 -33.787 -31.210 -0.1 -0.4 -1.2 0.750
O 23.970 -32.783 -31.544 -0.9 -1.1 0.1 -0.559
O 22.531 -34.569 -31.974 1.3 1.6 1.6 -0.349
C 22.508 -34.371 -33.362 -1.1 -1.2 -1.6 -0.681
H 25.046 -33.336 -29.266 -0.1 0.3 -0.3 -0.269
H 24.203 -34.365 -28.173 -0.5 0.1 0.1 0.257
H 23.434 -32.787 -28.667 0.1 -0.1 0.1 0.537
H 22.318 -33.372 -33.754 0.5 0.2 0.5 0.306
H 21.642 -34.958 -33.665 -0.2 0.1 0.0 0.291
H 23.303 -34.926 -33.860 0.6 0.6 0.2 0.265
C 25.815 -30.278 -31.286 -1.6 0.2 -0.6 -0.523
O 27.199 -30.601 -31.334 0.8 -1.0 0.9 -0.272
C 27.830 -31.372 -30.447 2.3 1.8 -0.4 0.440
O 27.183 -32.047 -29.605 0.9 0.6 -1.3 0.742
O 29.194 -31.187 -30.555 -4.9 -0.9 -0.2 -0.350
C 30.071 -32.007 -29.793 1.7 -0.4 1.8 -0.425
H 25.240 -30.938 -31.936 0.2 -1.1 0.4 0.372
H 25.611 -29.398 -31.896 1.0 0.7 0.4 0.361
H 25.362 -30.203 -30.297 0.5 -0.1 0.0 0.177
H 30.530 -31.360 -29.045 0.1 0.2 -0.2 0.383
H 30.865 -32.426 -30.412 -0.4 0.3 -0.3 0.413
H 29.682 -32.809 -29.166 -0.8 0.0 -0.5 -0.099
C 28.362 -37.777 -34.268 -0.1 0.2 -1.3 -0.728
O 28.305 -37.462 -32.896 0.6 0.0 1.0 -0.336
C 27.395 -36.596 -32.453 -2.2 0.1 -1.5 0.785
O 26.434 -36.205 -33.111 1.5 0.0 1.2 -0.641
O 27.670 -36.300 -31.195 0.9 -1.0 1.0 -0.302
C 27.005 -35.300 -30.454 -0.2 1.7 -1.7 -0.629
H 27.924 -38.744 -34.516 -0.3 0.1 0.4 0.251
H 29.395 -37.839 -34.610 0.1 0.1 0.5 0.271
H 27.881 -36.994 -34.854 -0.2 -0.1 0.0 0.339
H 27.397 -34.374 -30.875 0.2 0.5 0.2 0.459
H 27.253 -35.275 -29.394 -0.1 -0.9 -0.2 -0.097
H 25.949 -35.187 -30.701 -0.2 -0.8 0.4 0.547
C 22.493 -26.621 -28.365 0.5 0.9 -0.7 -0.699
O 22.763 -27.718 -27.485 1.7 -0.9 -0.2 -0.297
C 23.925 -28.465 -27.652 -1.5 -0.3 -0.5 0.572
O 24.735 -28.344 -28.564 -1.3 -0.5 1.9 -0.481
O 23.848 -29.418 -26.650 -0.6 1.8 -1.7 -0.351
C 24.693 -30.544 -26.538 1.1 0.4 1.0 0.224
H 22.690 -26.803 -29.421 0.0 -0.7 0.1 0.281
H 23.101 -25.740 -28.158 0.2 -0.2 0.5 0.311
H 21.459 -26.287 -28.275 0.0 -0.6 0.4 0.277
H 24.694 -30.707 -25.460 0.0 -0.4 -0.1 0.080
H 25.724 -30.288 -26.780 -0.1 -0.1 -0.3 0.077
H 24.365 -31.465 -27.021 -0.3 0.4 -0.4 -0.059
```
Positions in Å, forces in eV/Å.